Run w
Below is C2H4N2O2S in the gas phase, with properties calculated with wB97M-V/def2-TZVPD.

Atoms and positions in Å:
N: 0.9828 1.4611 0.4789
C: 0.5343 0.2379 0.1045
N: 1.3161 -0.7947 0.2175
O: 0.6915 -2.0458 0.0670
C: -0.9638 0.2556 -0.2032
O: -1.6369 1.2538 0.0291
S: -1.7453 -1.1011 -1.0302
H: 0.3464 2.2437 0.5956
H: 1.9342 1.5950 0.8550
H: 1.4245 -2.6686 -0.0246
H: -2.8837 -0.4368 -1.0897

* net charge: 0
* HOMO energy: -8.801 eV
* SMILES: N/C(=N/O)C(=O)S
* M: 120.1 Da
* 2S+1: 1
* orbital gap: 8.87 eV

For each atom in turn, the Mulliken charge in e is:
1 N -0.40
2 C 0.29
3 N -0.50
4 O -0.35
5 C 0.74
6 O -0.57
7 S -0.16
8 H 0.22
9 H 0.24
10 H 0.34
11 H 0.15

***

Run x
Below is C2H4N2O2S in the gas phase, with properties calculated with wB97M-V/def2-TZVPD.

Atoms and positions in Å:
O: -1.4304 1.2570 1.5096
N: -1.5227 0.0047 0.8319
C: -0.4317 -0.1694 0.0809
N: -0.5415 -0.8222 -1.0121
O: 0.6083 -0.5984 -1.8446
C: 1.7167 -0.2755 -0.9257
S: 0.9774 0.9936 0.1797
H: -1.4227 0.9301 2.5126
H: -2.4321 -0.0984 0.4294
H: 2.6182 0.0065 -1.4836
H: 1.8605 -1.2279 -0.2782

* net charge: 0
* HOMO energy: -8.726 eV
* SMILES: ONC1=NOCS1
* M: 120.1 Da
* 2S+1: 1
* orbital gap: 9.24 eV

For each atom in turn, the Mulliken charge in e is:
1 O -0.44
2 N -0.15
3 C 0.32
4 N -0.43
5 O -0.19
6 C -0.26
7 S -0.06
8 H 0.37
9 H 0.29
10 H 0.34
11 H 0.21

***

Which of them is most stable? Easy: run w.

***

Run w
Below is a gas-phase ion, C3H10N3 (charge +1), with properties calculated with wB97M-V/def2-TZVPD.

Atoms and positions in Å:
C: 1.7842 0.9688 -0.1456
C: 1.3341 -0.3233 0.4250
C: -0.1173 -0.5124 -0.0140
N: -0.3864 -1.3302 -0.9820
N: -0.9081 0.3493 0.6253
N: -2.3169 0.3590 0.5692
H: 1.5945 1.8973 0.3737
H: 2.8694 0.8212 -0.3379
H: 1.2025 1.0751 -1.0571
H: 1.9753 -1.1766 0.1105
H: 1.3688 -0.0300 1.4756
H: 0.4669 -1.6930 -1.3422
H: -1.2398 -1.5248 -1.3871
H: -2.5511 0.2102 -0.4000
H: -2.5605 1.2763 0.9239
H: -2.5156 -0.3671 1.1628

* net charge: +1
* HOMO energy: -14.183 eV
* SMILES: CC/C(N)=N/[NH3+]
* M: 88.1 Da
* 2S+1: 1
* orbital gap: 10.48 eV

For each atom in turn, the Mulliken charge in e is:
1 C -0.99
2 C -0.41
3 C 0.56
4 N -0.36
5 N -0.56
6 N -0.07
7 H 0.34
8 H 0.29
9 H 0.29
10 H 0.41
11 H 0.20
12 H 0.20
13 H 0.14
14 H 0.31
15 H 0.33
16 H 0.33

***

Run x
Below is 2 unconnected molecules or ions with the total composition C3H10N3, with properties calculated with wB97M-V/def2-TZVPD.

Atoms and positions in Å:
C: 0.0507 0.9057 -0.2053
C: 0.8395 2.1765 2.3470
C: -1.0859 -2.4767 -0.9093
N: -0.0672 -0.4174 -0.1713
N: 0.3894 1.7047 -1.2313
N: -0.1819 -1.3555 -1.1771
H: 1.4594 1.2176 2.4543
H: -0.3017 2.0893 2.3845
H: 1.3201 3.1392 2.2968
H: -1.2478 -2.6413 0.1749
H: -2.1350 -2.2732 -1.3087
H: -0.6317 -3.3623 -1.3870
H: -0.0662 -0.7310 0.7772
H: 0.5543 2.6422 -1.2869
H: 0.2594 1.3101 -2.1730
H: -0.1976 -0.9892 -2.1946

* net charge: +1
* HOMO energy (alpha / beta): -12.833 / -13.050 eV
* M: 88.1 Da
* 2S+1: 1
* orbital gap (alpha / beta): 6.54 / 8.55 eV

For each atom in turn, the Mulliken charge in e is:
1 C 0.28
2 C -0.69
3 C -0.72
4 N 0.03
5 N -0.29
6 N -0.40
7 H 0.30
8 H 0.33
9 H 0.34
10 H 0.33
11 H 0.26
12 H 0.26
13 H 0.31
14 H 0.20
15 H 0.18
16 H 0.27

***

Run y
Below is a gas-phase ion, C3H10N3 (charge +1), with properties calculated with wB97M-V/def2-TZVPD.

Atoms and positions in Å:
C: -0.2015 1.1424 2.1116
C: 0.2081 0.0195 1.1831
N: -0.5176 0.0790 -0.1137
C: -0.0133 -0.4311 -1.2187
N: -0.4859 -0.0392 -2.4161
N: 1.0014 -1.2841 -1.1784
H: -0.9879 0.9099 2.8235
H: -0.2647 2.0692 1.5437
H: 0.6041 1.2817 2.7973
H: 1.2740 0.0313 1.0056
H: -0.0912 -0.9404 1.5964
H: -1.4212 0.5182 -0.1861
H: -1.0382 0.8039 -2.4224
H: -0.6897 -0.7171 -3.1337
H: 1.4750 -1.5739 -2.0190
H: 1.1486 -1.8693 -0.3730

* net charge: +1
* HOMO energy: -14.979 eV
* SMILES: CCNC(N)=[NH2+]
* M: 88.1 Da
* 2S+1: 1
* orbital gap: 11.92 eV

For each atom in turn, the Mulliken charge in e is:
1 C -1.29
2 C -0.41
3 N -0.21
4 C 0.61
5 N -0.43
6 N -0.35
7 H 0.34
8 H 0.39
9 H 0.37
10 H 0.42
11 H 0.32
12 H 0.25
13 H 0.23
14 H 0.25
15 H 0.25
16 H 0.24

***

Run z
Below is a gas-phase ion, C3H10N3 (charge +1), with properties calculated with wB97M-V/def2-TZVPD.

Atoms and positions in Å:
H: 1.6622 0.9746 -1.5008
N: 1.0471 0.1854 -1.8493
C: 0.2766 -0.3090 -0.8530
C: -0.6081 -1.4681 -1.0997
N: 0.3353 0.1306 0.4784
C: 1.0206 1.3062 0.9296
N: -0.9607 -0.0386 1.0889
H: -1.6912 -1.1681 -1.3651
H: -0.2064 -2.0144 -2.0382
H: -0.6343 -2.2743 -0.4142
H: 0.9545 1.2369 1.9745
H: 2.0870 1.3095 0.8017
H: 0.6889 2.1700 0.4200
H: -1.5557 0.7181 0.7749
H: -0.9519 0.0760 2.1938
H: -1.4639 -0.8348 0.4587

* net charge: +1
* HOMO energy: -14.037 eV
* SMILES: [H]/N=C(/C)N(C)[NH3+]
* M: 88.1 Da
* 2S+1: 1
* orbital gap: 9.94 eV

For each atom in turn, the Mulliken charge in e is:
1 H 0.25
2 N -0.60
3 C 0.76
4 C -1.49
5 N 0.03
6 C -1.23
7 N -0.41
8 H 0.40
9 H 0.30
10 H 0.50
11 H 0.41
12 H 0.44
13 H 0.48
14 H 0.38
15 H 0.41
16 H 0.36

***

Which of them is most stable? Easy: run y.

***

Run w
Below is 3 unconnected molecules or ions with the total composition C3H10N3, with properties calculated with wB97M-V/def2-TZVPD.

Atoms and positions in Å:
C: -0.7446 -2.2277 -0.5821
C: 1.9998 1.7000 -0.3800
C: 0.3721 1.6977 1.4495
N: -0.2380 -1.2064 -0.4230
N: -1.3510 -3.3595 -0.8070
N: 0.9103 1.2258 0.3816
H: -2.3504 -0.1154 -0.0419
H: 2.5778 2.5142 0.1350
H: 2.6765 0.9001 -0.4900
H: 1.5481 1.9525 -1.2460
H: -2.9555 0.3122 -0.0520
H: -0.5650 1.4415 1.9346
H: 0.9464 2.5506 1.9456
H: -1.6694 -3.9800 -0.0321
H: -1.4382 -3.7455 -1.7349
H: 0.2810 0.3400 -0.0574

* net charge: +1
* HOMO energy: -14.230 eV
* M: 88.1 Da
* 2S+1: 1
* orbital gap: 10.18 eV

For each atom in turn, the Mulliken charge in e is:
1 C 0.29
2 C -0.78
3 C -0.08
4 N -0.40
5 N -0.44
6 N 0.02
7 H -0.30
8 H 0.31
9 H 0.33
10 H 0.35
11 H 0.28
12 H 0.29
13 H 0.23
14 H 0.26
15 H 0.25
16 H 0.40

***

Run x
Below is a gas-phase ion, C3H10N3 (charge +1), with properties calculated with wB97M-V/def2-TZVPD.

Atoms and positions in Å:
C: -0.0460 -0.8509 -0.9188
C: 0.9599 -0.9527 0.2718
C: -0.9967 -0.0305 -0.2677
N: 1.8351 0.2958 0.3980
N: -1.9284 -0.4816 0.6398
N: -0.8136 1.2977 -0.3865
H: 0.6062 -0.4472 -1.7586
H: -0.5232 -1.7552 -1.0941
H: 0.5859 -1.1892 1.1730
H: 2.4614 0.6193 -0.4539
H: 2.5672 0.1125 1.0945
H: -2.4287 0.0677 1.2310
H: -1.7806 -1.5161 0.7176
H: -1.2853 2.0767 0.0774
H: -0.2977 1.6327 -1.2884
H: 1.0847 1.1212 0.5648

* net charge: +1
* HOMO energy: -11.097 eV
* M: 88.1 Da
* 2S+1: 1
* orbital gap: 7.78 eV

For each atom in turn, the Mulliken charge in e is:
1 C -0.45
2 C -0.91
3 C 0.65
4 N -0.35
5 N -0.45
6 N -0.53
7 H 0.24
8 H 0.29
9 H 0.48
10 H 0.35
11 H 0.36
12 H 0.18
13 H 0.26
14 H 0.20
15 H 0.30
16 H 0.38

***

Which of them is most stable? Easy: run w.

***

Run w
Below is C5H6S in the gas phase, with properties calculated with wB97M-V/def2-TZVPD.

Atoms and positions in Å:
C: -2.6169 0.6451 -0.3590
C: -1.4570 0.4696 -0.6841
C: -0.0383 0.3531 -1.0114
C: 0.5991 -0.6334 0.0597
C: 1.3051 -0.2369 1.2499
S: 2.3567 -0.9228 -0.0706
H: -3.5308 0.6295 0.1157
H: 0.1538 -0.0688 -2.0034
H: 0.4582 1.2299 -0.9714
H: 0.0112 -1.5495 0.1495
H: 1.4149 0.8574 1.3043
H: 1.3439 -0.7731 2.2208

* net charge: 0
* HOMO energy: -8.902 eV
* SMILES: C#CC[C@@H]1CS1
* M: 98.2 Da
* 2S+1: 1
* orbital gap: 9.89 eV

For each atom in turn, the Mulliken charge in e is:
1 C -0.07
2 C -0.36
3 C -0.64
4 C -0.14
5 C -0.68
6 S -0.16
7 H 0.46
8 H 0.27
9 H 0.37
10 H 0.42
11 H 0.23
12 H 0.30

***

Run x
Below is C5H6S in the gas phase, with properties calculated with wB97M-V/def2-TZVPD.

Atoms and positions in Å:
C: -1.1323 -0.5262 -3.1727
C: -0.2178 -0.0074 -2.4968
C: 0.7705 0.3998 -1.4358
C: 0.2034 -0.0174 -0.2092
S: 1.0208 0.8012 1.2445
C: 0.1840 0.0444 2.5320
H: -2.3097 -0.7854 -3.6703
H: 1.8436 1.0186 -1.4958
H: -0.6022 -0.8230 0.0304
H: 1.1558 0.2210 3.2987
H: -0.8518 0.6900 2.6591
H: -0.0644 -1.0156 2.7159

* net charge: 0
* HOMO energy: -8.025 eV
* SMILES: C#C/C=C/SC
* M: 98.2 Da
* 2S+1: 1
* orbital gap: 8.56 eV

For each atom in turn, the Mulliken charge in e is:
1 C -0.05
2 C -0.23
3 C -0.40
4 C -0.13
5 S -0.07
6 C -0.79
7 H 0.28
8 H 0.23
9 H 0.31
10 H 0.22
11 H 0.24
12 H 0.38

***

Run y
Below is C5H6S in the gas phase, with properties calculated with wB97M-V/def2-TZVPD.

Atoms and positions in Å:
C: -1.0898 0.9707 -0.8534
C: 0.0565 0.4230 -1.2422
C: 0.5682 -0.5925 -0.3127
C: 0.8493 -0.0582 1.0660
C: -0.4264 -0.7838 0.8090
S: -1.8591 0.2584 0.5449
H: -1.6268 1.7656 -1.3384
H: 0.6004 0.7141 -2.1226
H: 1.1539 -1.4152 -0.6960
H: 0.8116 1.0108 1.2105
H: 1.5971 -0.5566 1.6669
H: -0.6349 -1.7362 1.2680

* net charge: 0
* HOMO energy: -7.925 eV
* SMILES: C1=C[C@H]2C[C@H]2S1
* M: 98.2 Da
* 2S+1: 1
* orbital gap: 8.94 eV

For each atom in turn, the Mulliken charge in e is:
1 C -0.30
2 C -0.55
3 C -0.18
4 C -0.71
5 C -0.09
6 S -0.18
7 H 0.37
8 H 0.37
9 H 0.39
10 H 0.23
11 H 0.25
12 H 0.39

***

Run z
Below is C5H6S in the gas phase, with properties calculated with wB97M-V/def2-TZVPD.

Atoms and positions in Å:
C: 1.6870 -0.6246 0.2423
C: 0.7582 0.5532 -0.1619
C: -0.5845 0.3705 0.1320
C: -1.9456 -0.7740 0.1993
C: -1.9927 0.5899 0.0208
S: -2.9776 1.8875 -0.4295
H: 1.5284 -0.9521 1.2365
H: 2.6698 -0.4421 0.1282
H: 1.5031 -1.2642 -0.5915
H: 0.7063 0.8324 -1.2581
H: 1.1300 1.5062 0.4907
H: -2.4826 -1.6826 -0.0087

* net charge: 0
* HOMO energy: -7.731 eV
* SMILES: CCc1cc1=S
* M: 98.2 Da
* 2S+1: 1
* orbital gap: 6.66 eV

For each atom in turn, the Mulliken charge in e is:
1 C -1.20
2 C 0.08
3 C -0.02
4 C -0.31
5 C -0.10
6 S -0.36
7 H 0.36
8 H 0.43
9 H 0.31
10 H 0.22
11 H 0.24
12 H 0.37

***

Which of them is most stable? Easy: run y.

***

Run w
Below is a molecular structure, C6H15NO2, with properties calculated with wB97M-V/def2-TZVPD.

Atoms and positions in Å:
C: -0.8933 -0.6482 -0.2648
C: 0.8160 0.6653 -0.1542
C: 1.2975 -0.6523 0.1306
C: -1.9626 0.4234 -0.1715
C: -1.2132 -1.8151 0.6513
C: 0.7160 1.6603 0.9656
N: 0.9381 1.1728 -1.3998
O: -0.7584 -1.0970 -1.6068
O: 3.0629 -0.1678 0.1397
H: -1.6280 -1.1431 -2.0251
H: 3.3543 -0.1534 1.0601
H: 1.1419 2.1498 -1.5367
H: 1.0327 0.5293 -2.1702
H: 1.2237 -1.0037 1.1487
H: 1.4101 -1.3670 -0.6691
H: -0.5183 -2.6408 0.5003
H: -1.7200 1.2821 -0.7991
H: -2.9345 0.0324 -0.5072
H: -2.1003 0.7624 0.8553
H: -2.2102 -2.2179 0.4304
H: -1.1835 -1.5081 1.6978
H: 1.7060 2.0875 1.1255
H: 0.0314 2.4712 0.7145
H: 0.3916 1.1781 1.8848

* net charge: 0
* HOMO energy: -7.248 eV
* M: 133.2 Da
* 2S+1: 1
* orbital gap: 7.91 eV

For each atom in turn, the Mulliken charge in e is:
1 C 1.12
2 C 1.12
3 C -0.89
4 C -1.70
5 C -1.70
6 C -1.73
7 N -0.27
8 O -0.56
9 O -0.73
10 H 0.33
11 H 0.23
12 H 0.22
13 H 0.23
14 H 0.31
15 H 0.40
16 H 0.39
17 H 0.40
18 H 0.55
19 H 0.31
20 H 0.43
21 H 0.32
22 H 0.45
23 H 0.42
24 H 0.34

***

Run x
Below is 3 unconnected molecules or ions with the total composition C6H15NO2, with properties calculated with wB97M-V/def2-TZVPD.

Atoms and positions in Å:
C: -0.4352 -1.1920 0.6949
C: -0.3437 -1.6193 -1.8387
C: 1.0027 -0.7467 0.7883
C: -1.3508 -0.6520 1.7968
C: -1.0226 -0.9119 -0.6963
O: -1.8740 -0.0677 -0.8636
H: -0.4324 -2.2939 0.7739
H: -0.9373 -1.5074 -2.7434
H: -0.1881 -2.6758 -1.6154
H: 0.6435 -1.1764 -1.9696
H: -0.9840 -0.9572 2.7775
H: 1.4042 -0.6743 1.7918
H: 0.9601 0.9387 0.8613
H: 1.7138 -1.1963 0.1092
H: -2.3668 -1.0184 1.6552
H: -1.4085 0.4338 1.7619
C: 0.7859 2.0622 1.1736
N: 0.6694 1.4902 -2.2435
O: 1.0984 0.9558 -1.1156
H: -0.3436 1.4912 -2.3490
H: 1.2196 2.2609 -2.6094
H: -0.1766 2.3662 0.7758
H: 1.5670 2.7288 0.8266
H: 0.7991 1.9616 2.2577

* net charge: 0
* HOMO energy (alpha / beta): -7.581 / -9.257 eV
* M: 133.2 Da
* 2S+1: 1
* orbital gap (alpha / beta): 7.67 / 9.76 eV

For each atom in turn, the Mulliken charge in e is:
1 C 1.09
2 C -1.38
3 C -1.64
4 C -1.52
5 C 0.59
6 O -0.59
7 H 0.40
8 H 0.33
9 H 0.40
10 H 0.35
11 H 0.41
12 H 0.46
13 H 0.33
14 H 0.35
15 H 0.39
16 H 0.24
17 C -1.15
18 N -0.23
19 O -0.32
20 H 0.24
21 H 0.22
22 H 0.28
23 H 0.41
24 H 0.34

***

Run y
Below is a molecular structure, C6H15NO2, with properties calculated with wB97M-V/def2-TZVPD.

Atoms and positions in Å:
C: 0.9695 -0.3070 -1.3969
C: 1.9948 1.2380 0.6715
N: 1.9228 0.2244 1.4637
O: 1.7986 -1.3860 -1.0802
H: 1.3713 -1.8392 -0.3275
H: 2.7594 -0.3459 1.5274
H: 0.8812 -0.4679 1.3552
H: 1.5574 0.5984 -1.5721
H: 0.4436 -0.4629 -2.3410
H: 2.9269 1.5357 0.1987
H: 1.1295 1.8749 0.5737
C: -1.2992 0.7950 -0.0768
C: -1.3670 -1.5370 -1.1096
C: -1.6163 1.1260 1.3809
C: -0.5608 -0.5497 -0.2698
O: -0.0899 -1.1332 0.8285
H: -2.2385 0.7520 -0.6339
H: -0.7441 1.6122 -0.5414
H: -2.2373 -1.8478 -0.5281
H: -1.7165 -1.0891 -2.0399
H: -0.7700 -2.4190 -1.3376
H: -0.7174 1.2585 1.9796
H: -2.1960 0.3251 1.8356
H: -2.2017 2.0444 1.4400

* net charge: 0
* HOMO energy: -8.239 eV
* M: 133.2 Da
* 2S+1: 1
* orbital gap: 8.27 eV

For each atom in turn, the Mulliken charge in e is:
1 C -0.82
2 C -0.37
3 N -0.28
4 O -0.54
5 H 0.43
6 H 0.28
7 H 0.28
8 H 0.39
9 H 0.42
10 H 0.34
11 H 0.29
12 C -0.87
13 C -1.69
14 C -1.23
15 C 1.23
16 O -0.85
17 H 0.40
18 H 0.34
19 H 0.46
20 H 0.43
21 H 0.31
22 H 0.29
23 H 0.33
24 H 0.41

***

Which of them is most stable? Easy: run y.